A structure of composition C44H108F6O16Zn at a distorted geometry. Source: OMol25; level of theory: ωB97M-V with the def2-TZVPD basis set.

maximum force	4.00	eV Å⁻¹
orbital gap	8.10	eV
energy relative to the best compared isomer or geometry (same formula, charge and spin)	40.50	kcal/mol
E	-5323.45949	hartree
M	1072.7	g mol⁻¹
HOMO energy	-0.3187	Ha

XYZ file:
```
175
Properties=species:S:1:pos:R:3:forces:R:3:lowdin_charge:R:1
Zn 4.4209 21.7897 17.4437 -2.289 1.860 1.112 0.999
C 4.4715 25.1042 17.7679 -1.382 -2.841 -1.054 -0.306
O 4.0142 25.0716 16.3962 0.624 1.343 0.423 -0.120
O 4.5881 23.7262 18.1333 1.035 1.603 0.388 -0.239
C 5.7255 26.0519 17.8833 0.645 -1.556 -0.241 -0.558
F 5.6281 27.2099 17.2402 -0.659 0.318 -0.613 0.141
F 6.0709 26.3952 19.1323 -0.541 -0.351 0.566 0.132
F 6.7947 25.4105 17.3800 0.371 -0.136 -0.350 0.120
C 2.6272 25.3886 16.1675 0.517 -0.712 0.487 -0.218
C 2.4050 25.1949 14.6756 -0.203 0.697 0.440 -0.055
H 2.7456 24.2063 14.3679 -0.034 0.073 -0.007 0.059
H 1.3558 25.3359 14.4161 -0.130 -0.216 0.069 0.064
H 2.9385 25.9752 14.1328 0.269 -0.106 -0.138 0.071
H 2.3755 26.3680 16.5744 0.151 0.362 -0.490 0.088
H 2.0220 24.7041 16.7619 -0.109 -0.333 -0.075 0.108
H 3.6975 25.5701 18.3779 -0.178 0.143 0.280 0.132
C 1.9027 20.7134 17.7949 3.160 0.439 2.420 -0.317
O 2.9472 20.2553 16.8746 -1.903 -0.088 0.263 -0.192
O 2.7262 21.2892 18.8196 -1.452 0.284 -3.387 -0.183
C 0.7935 21.5067 17.0167 1.185 -0.296 0.345 -0.564
F -0.0415 22.0626 17.8716 -0.751 -0.184 0.340 0.177
F 1.2120 22.4854 16.2189 0.787 0.442 -0.365 0.146
F 0.1326 20.6523 16.1920 -0.195 -0.088 0.397 0.124
C 2.7850 18.9681 16.2914 0.001 1.027 -0.935 -0.257
C 4.0902 18.8043 15.6557 1.360 -1.367 -1.469 -0.086
H 4.0105 17.8850 15.0756 0.623 -0.276 -0.030 0.091
H 4.4333 19.5746 14.9651 -0.518 0.216 0.057 0.063
H 4.8607 18.7184 16.4220 0.078 -0.289 0.011 0.091
H 1.9685 19.0091 15.5705 -0.096 -0.088 -0.070 0.113
H 2.6338 18.0886 16.9172 -0.299 0.545 0.914 0.137
H 1.3981 19.8358 18.1989 -0.279 -0.196 -0.056 0.154
C 8.0453 29.5905 19.4070 0.961 -0.490 0.267 -0.042
C 9.3486 29.5486 18.5831 -1.567 0.332 -1.067 -0.511
C 9.0820 29.8224 17.0934 -0.628 -0.377 -0.063 -0.049
O 10.2120 30.5252 19.0272 1.456 1.097 0.999 -0.038
H 8.2520 29.2957 20.4358 0.063 -0.717 -0.019 0.072
H 7.3377 28.9183 18.9216 -0.268 0.157 0.356 0.056
H 7.6445 30.5821 19.6170 -0.004 0.268 -1.001 0.083
H 9.9048 28.6171 18.6876 -0.660 -0.682 0.020 0.123
H 8.5150 30.7370 16.9196 -0.060 0.176 0.435 0.083
H 8.4679 29.0246 16.6757 0.127 -0.175 -0.201 0.057
H 9.9922 29.9514 16.5077 0.173 -0.348 0.109 0.079
H 11.0642 30.1550 18.7854 0.434 0.681 0.209 0.093
C 1.0077 22.2421 12.8088 -0.339 0.178 -0.714 -0.039
C 2.0016 21.1332 13.0689 0.748 -0.243 0.494 -0.435
C 2.0791 20.0581 12.0288 -1.017 0.246 -0.860 -0.047
O 3.3745 21.6291 13.2437 -1.192 -0.057 0.362 -0.071
H 0.8982 22.9144 13.6598 -0.127 -0.240 -0.009 0.063
H 0.0540 21.8126 12.5022 -0.301 -0.286 0.689 0.093
H 1.1733 22.8540 11.9221 0.909 0.092 -0.074 0.073
H 1.6393 20.5950 13.9448 0.732 0.548 0.760 0.113
H 1.2244 19.4062 12.2095 0.004 -0.194 -0.471 0.092
H 2.9883 19.4570 12.0177 0.000 0.186 0.282 0.090
H 1.9518 20.5818 11.0813 0.090 -0.496 -0.505 0.088
H 3.7282 21.6445 12.3513 0.297 0.212 -0.094 0.098
C 6.5440 23.6797 21.2594 0.092 -0.502 -0.253 -0.063
C 5.3165 23.0863 21.9327 -2.261 1.950 -0.823 -0.401
C 4.4482 24.1933 22.6366 0.759 -0.608 0.368 -0.050
O 4.4188 22.5669 20.8992 1.646 -0.737 1.309 -0.087
H 6.3203 24.2408 20.3521 -0.442 0.107 0.091 0.058
H 7.0949 22.8092 20.9033 0.616 0.147 0.102 0.077
H 7.1388 24.3490 21.8810 0.101 -0.346 0.241 0.066
H 5.6121 22.3097 22.6382 -0.265 -0.194 -0.169 0.131
H 3.5420 23.8042 23.1009 0.025 -0.384 -0.270 0.062
H 4.1311 24.9374 21.9060 0.259 -0.016 0.046 0.056
H 4.9775 24.6692 23.4621 0.318 0.247 -0.065 0.067
H 4.5553 23.1330 20.1360 -0.235 0.221 -0.606 0.015
C -0.6485 25.8085 11.9065 0.423 -1.141 0.231 -0.061
C -0.5860 27.0131 11.0554 -0.489 2.600 -1.271 -0.484
C -0.7309 26.7795 9.5276 -0.328 -0.661 1.266 -0.044
O -1.5971 27.9834 11.4608 0.148 -1.084 -1.075 -0.068
H -0.6192 26.0517 12.9686 -0.395 0.110 -0.019 0.070
H 0.2219 25.1696 11.7568 0.208 -0.076 -0.238 0.063
H -1.5129 25.1987 11.6439 -0.228 0.094 0.307 0.092
H 0.3664 27.5387 11.1242 0.429 -0.150 0.476 0.123
H -0.6911 27.7048 8.9528 0.111 -0.078 0.186 0.079
H -1.6822 26.2779 9.3502 -0.106 0.049 -0.188 0.077
H 0.0626 26.0861 9.2490 0.091 0.066 -0.336 0.061
H -1.2335 28.5491 12.1458 0.090 -0.092 0.458 0.016
C 3.8911 29.5572 12.6042 -0.582 -0.630 0.008 -0.041
C 5.3309 29.3409 13.0213 0.668 -0.011 0.350 -0.486
C 5.7860 27.9744 13.5252 -0.904 -0.658 0.027 -0.034
O 6.1323 29.7058 11.9209 0.740 0.854 -0.513 -0.049
H 3.6703 28.8328 11.8202 -0.202 -0.064 -0.182 0.071
H 3.7273 30.5518 12.1893 0.376 0.023 -0.006 0.084
H 3.1284 29.4309 13.3726 0.206 -0.210 0.318 0.055
H 5.5771 30.0355 13.8245 0.109 0.335 -0.119 0.135
H 6.8607 27.7956 13.4903 0.069 0.680 0.119 0.064
H 5.3855 27.1620 12.9187 -0.339 -0.076 -0.163 0.053
H 5.4383 27.7971 14.5429 0.010 -0.060 0.098 0.072
H 6.2210 28.9944 11.2825 -0.183 -0.230 0.134 0.085
C -0.4617 30.4452 15.6259 -0.271 1.149 0.107 -0.043
C 0.0755 29.7729 14.3402 0.525 -0.555 2.866 -0.474
C 0.7410 28.4455 14.6595 -0.433 -0.555 -0.345 -0.057
O -1.0659 29.5449 13.5865 -0.411 0.220 -1.512 -0.045
H -1.0029 31.3448 15.3328 0.103 0.345 -0.342 0.070
H 0.2169 30.8136 16.3952 0.499 -0.416 -0.181 0.069
H -1.2710 29.9173 16.1304 0.345 -0.792 -0.172 0.087
H 0.7988 30.4188 13.8424 -0.033 0.158 -0.180 0.136
H 0.9340 27.8361 13.7766 0.742 0.529 -0.477 0.060
H 0.0520 27.7420 15.1270 -0.246 0.432 0.809 0.093
H 1.6251 28.6062 15.2764 -0.011 -0.260 -0.118 0.062
H -1.1821 30.3781 13.1241 -0.700 0.061 -0.258 0.116
C 2.6572 28.8729 17.7900 0.877 -0.148 0.444 -0.055
C 3.2934 28.9608 19.2053 -0.422 0.911 -1.876 -0.483
C 4.3874 30.0082 19.3087 0.632 -0.420 -0.406 -0.056
O 2.2234 29.3449 20.0449 -0.189 -0.449 0.428 -0.044
H 2.3331 29.8521 17.4374 -0.328 0.018 0.278 0.074
H 1.8503 28.1401 17.7871 -0.206 0.264 0.067 0.071
H 3.3889 28.5405 17.0536 0.230 -0.147 0.073 0.061
H 3.7365 27.9949 19.4478 -0.224 -0.281 0.298 0.118
H 5.1909 29.8665 18.5860 -0.031 -0.342 -0.168 0.061
H 4.8655 29.8495 20.2753 0.008 0.604 0.228 0.082
H 4.0441 31.0267 19.1274 -0.292 -0.050 0.448 0.089
H 2.5786 29.4442 20.9312 -0.091 0.054 0.224 0.088
C 9.0845 26.7817 14.7992 0.848 -0.541 -0.007 -0.052
C 10.2574 26.1560 15.5732 -0.874 0.219 -0.572 -0.505
C 10.2573 24.6507 15.5286 0.316 -0.621 1.246 -0.062
O 11.4966 26.5802 15.0426 0.368 0.681 0.104 -0.039
H 9.1911 26.4304 13.7728 -0.292 0.053 -0.196 0.084
H 9.1136 27.8713 14.7950 0.040 -0.083 0.122 0.064
H 8.1510 26.4193 15.2297 -0.093 0.088 -0.098 0.065
H 10.1937 26.5007 16.6053 -0.122 -0.121 0.271 0.122
H 9.3307 24.2515 15.9411 -0.226 -0.232 -0.433 0.069
H 11.0205 24.3135 16.2300 0.123 -0.003 0.281 0.069
H 10.6087 24.1842 14.6082 -0.657 0.398 -0.424 0.086
H 12.0350 26.6871 15.8301 0.523 0.109 -0.276 0.089
C 6.9432 21.5096 14.3735 -1.032 -0.313 -0.368 -0.030
C 5.9991 22.6015 14.8971 1.991 0.988 -0.400 -0.445
C 5.7553 23.6785 13.8494 -0.360 0.367 -0.788 -0.035
O 4.7823 22.0940 15.4082 0.907 -0.144 1.368 -0.094
H 6.5124 21.1606 13.4351 0.144 -0.379 -0.157 0.080
H 6.9759 20.6740 15.0727 0.078 -0.043 0.024 0.077
H 7.9608 21.8394 14.1641 -0.141 0.300 0.186 0.083
H 6.5747 23.0561 15.7035 -0.559 0.283 0.459 0.128
H 5.1554 24.5233 14.1877 0.371 0.028 0.537 0.067
H 5.2000 23.3676 12.9644 -0.201 -0.767 0.070 0.058
H 6.6742 24.0286 13.3793 0.317 0.149 0.534 0.091
H 4.2146 21.9570 14.6463 -1.095 -0.473 -0.638 0.040
C 4.2194 25.4248 10.7664 1.219 0.478 -0.282 -0.048
C 3.7757 25.3082 9.3392 0.040 0.746 -0.477 -0.534
C 4.8178 25.5286 8.2053 -0.269 0.368 0.955 -0.030
O 3.2568 24.0427 9.2419 -0.911 -2.624 -0.280 -0.054
H 5.0848 24.7745 10.8942 0.084 -0.096 0.247 0.081
H 3.4444 25.1344 11.4758 -0.061 0.183 -0.139 0.079
H 4.5599 26.4494 10.9162 -0.069 0.031 0.418 0.063
H 2.9121 25.9625 9.2205 0.198 0.812 -0.318 0.127
H 5.7120 24.9085 8.2690 -0.127 -0.251 0.454 0.078
H 5.1655 26.5612 8.2368 -0.110 0.117 -0.375 0.074
H 4.3547 25.2703 7.2530 -0.077 0.368 -0.064 0.074
H 2.6892 23.9946 8.4691 0.013 -0.170 -0.094 0.095
C -0.4473 23.8330 20.7707 -0.303 0.020 -0.365 -0.061
C 1.0568 23.8699 20.4629 -1.534 0.337 0.708 -0.497
C 1.6713 25.2182 20.7940 0.028 -0.053 -1.574 -0.050
O 1.7081 22.9334 21.2744 -0.038 -0.665 -0.062 -0.048
H -0.7184 24.2996 21.7177 0.178 0.266 0.107 0.074
H -0.8391 22.8176 20.8295 0.291 -0.186 -0.150 0.076
H -0.9966 24.3216 19.9660 -0.149 0.240 0.061 0.074
H 1.1291 23.6052 19.4081 0.707 -0.138 0.136 0.116
H 1.6371 25.3888 21.8701 0.161 0.175 -0.084 0.089
H 1.2129 26.0348 20.2361 -0.326 0.186 0.232 0.080
H 2.6785 25.1462 20.3836 0.314 0.214 0.577 0.054
H 1.5007 23.2484 22.1573 0.178 -0.290 0.376 0.077
C 9.8728 26.0366 21.2054 0.373 -1.174 0.988 -0.033
C 10.6726 24.9949 20.3795 -1.369 1.453 -0.336 -0.473
C 9.8524 24.3946 19.2621 0.197 -0.921 -0.444 -0.050
O 11.7107 25.7336 19.7668 0.875 -0.016 -0.460 -0.064
H 9.6664 26.9685 20.6791 0.007 -0.285 -0.246 0.069
H 10.4806 26.2518 22.0843 0.183 0.436 0.064 0.072
H 8.9703 25.6212 21.6537 -0.249 -0.010 -0.356 0.056
H 11.1255 24.2162 20.9932 -0.313 -0.139 0.246 0.136
H 10.5019 23.7649 18.6540 0.183 -0.044 -0.073 0.073
H 9.4100 25.1044 18.5632 -0.009 0.364 0.337 0.068
H 9.0696 23.7198 19.6083 -0.120 0.228 0.282 0.069
H 12.2937 26.0092 20.4780 0.204 0.199 -0.069 0.085
```
Forces are in eV/Å.